This record from the Open Molecules 2025 dataset describes a molecular structure, C8H18. The level of theory is ωB97M-V/def2-TZVPD.

For the HOMO energy, the calculation gives -8.7 eV. The value obtained for the relative energy (zero: lowest compared OMol25 entry of this formula, charge and spin) is 5.315 eV. Its HOMO-LUMO gap is 9.767 eV. As for the total energy: -315.41794 a.u.

XYZ file:
```
26
C8H18 ωB97M-V/def2-TZVPD
C 3.003 -1.738 0.549
C -0.171 -1.440 0.360
C 0.796 -0.617 0.324
C -2.688 1.331 1.230
C -2.601 1.030 -1.305
C 2.704 0.221 -1.031
C -2.289 0.433 0.064
C 2.264 -0.415 0.296
H 2.193 1.168 -1.201
H -2.250 0.373 -2.103
H -2.212 2.311 1.157
H -3.771 1.488 1.256
H 2.790 -2.453 -0.247
H -0.273 -2.501 0.506
H 2.520 0.280 1.104
H -2.117 2.001 -1.429
H 2.701 -2.179 1.499
H -2.407 0.882 2.184
H 4.081 -1.568 0.575
H 3.780 0.404 -1.025
H 0.134 0.635 0.103
H 2.473 -0.444 -1.865
H -3.678 1.169 -1.441
H -0.835 0.828 0.058
H -2.910 -0.468 0.150
H -1.235 -0.732 0.231
```